DFT (ωB97M-V/def2-TZVPD) results for a structure of composition C12H22F2Na3O14P in a non-equilibrium geometry.

Properties
- Multiplicity: 1
- Kohn-Sham gap: 7.0 eV
- Electronic energy: -2551.525512 Eh
- Total charge: +2
- LUMO energy: -7.0 eV

```
54
Properties=species:S:1:pos:R:3:lowdin_charge:R:1
Na 3.498 -1.979 -2.146 0.78
Na 2.024 -2.279 4.105 0.86
Na 2.219 2.241 2.838 0.78
O 1.896 -0.630 -0.767 -0.31
P 1.273 -0.510 0.614 0.43
O 1.727 -1.363 1.759 -0.34
F -0.391 -0.753 0.442 -0.17
F 1.344 1.041 1.185 -0.21
C -2.071 -3.082 0.753 -0.15
C -2.965 -1.839 0.524 -0.16
O -4.182 -2.231 1.041 0.07
C -4.254 -3.552 1.288 -0.50
O -5.228 -4.183 1.564 0.19
O -3.020 -4.092 0.929 0.06
H -1.372 -2.810 1.543 0.11
H -1.605 -3.158 -0.230 0.12
H -3.099 -1.529 -0.512 0.13
H -2.627 -0.940 1.039 0.11
C -1.400 2.764 5.737 -0.02
O -1.970 2.970 4.438 0.00
C -1.354 2.516 3.302 -0.49
O -0.268 1.940 3.291 0.05
O -2.058 3.065 2.282 0.01
C -1.816 2.846 0.907 -0.01
H -1.494 1.703 5.970 0.10
H -2.106 3.261 6.403 0.11
H -0.368 3.088 5.869 0.09
H -0.767 3.108 0.773 0.09
H -2.415 3.452 0.226 0.11
H -1.997 1.803 0.648 0.09
C -0.619 -0.994 -2.707 -0.08
O -1.764 -1.611 -3.112 0.03
C -2.763 -1.005 -3.614 -0.58
O -2.928 0.189 -3.647 0.14
O -3.696 -1.981 -3.991 -0.02
C -4.967 -1.664 -4.447 -0.08
H -0.796 -0.095 -2.116 0.10
H 0.130 -0.892 -3.492 0.11
H -0.174 -1.647 -1.956 0.06
H -5.624 -2.516 -4.614 0.10
H -4.888 -1.229 -5.444 0.09
H -5.462 -0.849 -3.919 0.10
C 7.800 0.004 -0.939 -0.01
O 6.940 1.116 -1.122 0.04
C 5.640 1.013 -1.206 -0.57
O 4.998 -0.002 -1.421 0.08
O 5.118 2.236 -1.006 0.03
C 3.721 2.362 -1.075 -0.05
H 8.640 0.340 -1.547 0.11
H 7.535 -0.976 -1.334 0.09
H 8.031 -0.131 0.118 0.10
H 3.276 2.049 -2.020 0.11
H 3.565 3.435 -0.967 0.11
H 3.135 1.979 -0.239 0.06
```